# 1
Here is C19H15BrF4N6O3S in the gas phase at a distorted geometry from OMol25. Energies are from ωB97M-V/def2-TZVPD.

CARTESIAN COORDINATES (ANGSTROEM)
H  -2.35736  -0.00718  0.67012
C  0.35513  -2.44950  3.81131
C  2.65179  0.72128  -3.16631
C  6.21143  0.56986  -1.53377
C  -0.08934  -2.82706  5.10437
C  0.16201  -0.25955  4.32716
S  4.33073  0.72256  -3.66916
N  0.28340  0.98364  3.79467
N  0.04170  1.23973  -5.90212
C  -2.17915  1.04719  0.59897
C  0.32793  1.01533  0.59132
C  1.25408  1.10096  -5.29178
H  0.97713  -0.94567  -0.11289
O  1.31389  1.42107  1.21650
C  1.35317  0.76807  -3.83381
O  -1.77978  1.66630  4.36102
H  -2.40889  3.81428  1.18518
H  0.93249  1.04568  2.98479
N  0.40197  0.55686  -2.92364
H  3.69254  0.25929  -0.03135
F  -4.31775  2.09058  0.67611
C  -0.19202  -0.51884  5.65934
C  3.64344  0.36959  -1.11043
F  6.98528  -0.05888  -2.48483
H  -0.24932  0.34008  6.30599
F  6.33725  -0.10866  -0.34572
N  -0.88040  1.46866  1.12393
C  -3.21602  1.76370  1.41305
H  -0.31474  3.25954  2.18555
H  0.05947  1.39722  -6.89658
C  -0.43020  -1.83120  6.06622
C  -2.45774  3.00188  1.93502
C  -1.02910  2.44440  2.21042
H  -0.59052  -0.50014  -0.75058
N  1.05295  0.41688  -1.71082
C  0.42530  -0.08250  -0.49428
H  -3.50882  1.13508  2.27200
H  -2.88686  3.44089  2.84645
C  2.43407  0.48287  -1.86767
C  -0.87952  1.67237  3.54145
H  -0.80792  -2.09635  7.06393
H  -0.81681  1.24452  -5.35019
H  -0.31992  -3.84188  5.33518
O  2.27915  1.23955  -5.97563
H  -2.27701  1.36156  -0.44476
C  4.75590  0.53418  -1.95137
Br  0.67840  -3.83806  2.49913
F  6.58988  1.88258  -1.41912
N  0.38837  -1.18308  3.41729

Values from the calculation:
* multiplicity: 1
* E_LUMO: 0.037 eV
* relative energy (zero: lowest compared OMol25 entry of this formula, charge and spin): 0.0 kJ/mol
* SMILES string: NC(=O)c1nn(CC(=O)N2C[C@H](F)C[C@H]2C(=O)Nc2cccc(Br)n2)c2cc(C(F)(F)F)sc12
* orbital gap: 9.082 eV

=====

# 2
Here is 6 unconnected molecules or ions with the total composition C13H38IO5S7 at a distorted geometry from OMol25. Energies are from ωB97M-V/def2-TZVPD.

CARTESIAN COORDINATES (ANGSTROEM)
H  8.14266  -3.86818  -0.75622
S  -3.76447  0.48976  3.01086
S  4.34580  0.84264  0.12074
S  -4.17269  1.19239  -0.60229
C  -7.82792  1.16472  -4.10969
S  -7.56388  1.50498  -2.36003
O  8.31923  -1.02909  -0.66117
O  -2.36408  0.97653  2.82616
H  9.89319  -4.23757  -0.79646
H  -7.83096  -0.18300  -0.70402
H  -0.91897  -1.87921  3.02965
H  6.73070  1.01393  0.08664
C  -0.73457  1.32437  -0.88139
C  -7.90079  -0.17102  -1.79048
H  -1.43297  0.49891  -0.74050
I  0.27312  3.44914  -2.83489
H  -1.92210  4.54993  -1.35176
C  4.55625  0.79055  1.90950
H  -7.09132  0.43773  -4.45432
H  -1.47451  3.73983  0.13594
H  -8.83670  0.78180  -4.26100
H  -8.90415  -0.46699  -2.09471
H  -0.39313  1.70313  0.08808
H  6.19461  -0.68491  0.17074
H  2.21669  -1.96273  0.76661
H  -4.15505  0.77192  -1.91014
H  -2.05441  2.14385  -2.42039
C  9.27447  -2.30088  -2.79100
H  3.61132  1.06849  2.37407
H  9.40770  -1.38976  -3.37108
C  9.13250  -3.54914  -0.42871
H  -7.16134  -0.85460  -2.21072
H  0.13877  0.93726  -1.41335
C  0.02731  -2.16971  2.57682
C  6.00938  0.28498  -0.27890
H  8.27524  -2.70162  -2.96335
O  -1.11586  -3.21930  0.41547
S  -3.78511  3.23706  -0.58059
H  -4.35757  3.69452  -1.74712
S  9.47632  -1.89322  -1.04818
H  -4.88838  -0.59824  4.82259
C  -4.76367  1.91046  3.49508
H  5.32815  1.50153  2.20318
H  6.09144  0.20537  -1.35919
S  -0.16725  -2.12716  0.78627
H  -3.25553  -1.24831  4.54951
H  -4.30280  2.41334  4.34517
H  -4.81645  2.59719  2.65102
H  1.58423  -2.77281  -0.68044
H  -5.76858  1.57594  3.75264
H  0.29124  -3.17864  2.89438
C  -1.31210  2.50914  -1.70336
H  10.03053  -3.03018  -3.08132
H  9.16552  -3.51930  0.65868
H  -3.45312  0.31300  5.38183
H  4.83391  -0.21763  2.21874
O  -8.68491  2.36748  -1.89784
H  0.80352  -1.46381  2.87286
H  1.67028  -3.66668  0.85664
O  3.40653  -0.26459  -0.24503
C  1.49457  -2.69153  0.40055
C  -3.85195  -0.33984  4.60554
H  -7.70506  2.09548  -4.66031
C  -1.99283  3.59230  -0.81605

Values from the calculation:
* multiplicity: 1
* E_LUMO: -4.367 eV
* orbital gap: 6.029 eV
* charge: +1

=====

# 3
Here is a molecular structure, C20H24N3OS2 at a distorted geometry from OMol25. Energies are from ωB97M-V/def2-TZVPD.

CARTESIAN COORDINATES (ANGSTROEM)
H  5.96713  2.09260  1.93575
H  -2.99130  -1.95822  1.53209
S  0.36663  -1.05984  2.34771
H  -4.34403  -2.89633  -0.41938
C  2.42286  -1.50852  -2.49533
H  5.17669  0.32656  3.01615
C  -5.20150  -2.31841  0.12224
H  -5.45983  0.80556  1.25098
H  4.97445  3.50286  1.07592
H  0.53531  -1.53913  -0.85065
H  3.15629  -0.82786  3.71583
H  -6.33105  -0.47111  1.76575
C  -5.79392  -0.20371  1.01045
C  3.11277  -0.22082  2.74179
H  2.59671  -2.23145  -1.90734
H  2.82101  3.68222  -0.02361
H  -3.27049  1.21520  1.24921
H  -1.08922  0.43248  -2.77937
C  1.33989  -0.83684  -2.84925
C  -3.50960  -1.21844  1.57462
H  -5.85356  -2.16189  -0.46920
C  3.22547  -1.56058  -3.87281
C  -0.89991  -0.12484  -1.77166
H  -6.47977  0.02892  -0.00829
C  1.69523  0.97294  1.10597
H  -2.14987  0.19735  2.36963
N  -1.45898  -0.14309  0.64896
H  5.68783  2.12798  0.00319
H  -4.12660  -1.16381  2.40272
C  4.04360  0.49581  2.62200
H  -4.07866  -0.44153  -0.17129
H  3.57458  2.49300  -1.28894
C  2.66163  -0.55497  -4.73758
C  3.88425  1.53468  1.47863
H  1.70710  2.59510  -0.74093
H  4.25921  -2.04066  -3.86957
H  -5.45517  -2.92725  1.01726
C  1.84721  0.00765  2.09468
C  2.69103  1.69739  0.64200
O  -3.07214  0.11858  -1.22825
C  -2.51156  -0.00631  1.42698
H  3.06436  -0.42740  -5.51421
S  1.26157  -0.17318  -4.19037
C  0.31668  -0.89419  -1.91376
C  -0.21824  0.15030  1.04423
C  -1.91495  0.08494  -0.87090
C  5.21534  2.27112  1.12475
N  -4.71859  -0.78464  0.34716
C  2.83060  2.68255  -0.30046
N  0.49351  1.17919  0.60647

Values from the calculation:
* multiplicity: 1
* E_LUMO: -3.565 eV
* relative energy (zero: lowest compared OMol25 entry of this formula, charge and spin): 201.2 kJ/mol
* orbital gap: 6.625 eV
* charge: +1

=====

# 4
Here is a molecular structure, C26H26FN5O3V from OMol25. Energies are from ωB97M-V/def2-TZVPD.

CARTESIAN COORDINATES (ANGSTROEM)
C  4.11868  -3.96751  2.06056
H  -1.78840  7.10402  -1.08235
C  -2.06674  1.83959  -1.08954
C  -1.14406  6.53034  -1.74499
C  3.80598  -4.00345  -0.25210
C  0.02696  2.51590  -0.15200
C  5.67501  -4.43482  4.32814
C  -1.16756  -2.15638  -0.15856
O  0.06276  -4.00375  0.81617
C  -2.34634  -1.76924  -0.78254
H  -3.03449  5.34440  -0.23505
C  5.08954  -4.50743  -0.46361
H  0.35520  4.99520  -1.63132
C  -0.54400  0.18909  -0.13128
H  -3.07174  -2.51887  -1.06991
C  0.35113  1.23720  0.15955
C  -1.19621  2.87843  -0.79272
H  1.29122  1.03961  0.65382
C  6.19605  -4.69559  3.09482
H  7.20197  -5.08156  2.99360
H  1.66092  -3.86440  3.98908
C  -4.99628  0.50745  -0.94248
O  -1.77526  -4.43746  -0.38437
H  -3.52510  4.65762  -3.18100
N  -2.01535  6.09482  -2.89201
H  6.26052  -4.60975  5.21951
C  4.35600  -3.94132  4.45748
H  -0.23345  5.57824  -0.07502
C  3.59972  -3.71414  3.34665
C  -5.15921  -0.94925  -1.25162
C  -0.53749  5.29418  -1.08382
H  -1.47722  5.48527  -3.50902
H  3.14570  -3.81642  -1.09077
H  2.18750  -2.33557  3.91490
N  -1.51196  4.19432  -1.11144
H  -4.03521  6.08848  -2.26640
H  6.89399  -5.13071  0.49277
C  -1.02455  -3.62999  0.05095
C  5.42332  -4.47014  1.92699
O  0.89405  -1.42271  0.80360
H  -5.85833  -1.25042  -2.01761
H  -0.37066  7.18936  -2.13216
N  2.21321  -3.22447  3.41798
C  -3.93443  -0.22206  -1.71100
H  3.94793  -3.75145  5.44326
H  -3.80858  -0.02960  -2.76842
C  -3.24386  5.35209  -2.39244
N  3.32524  -3.73450  0.95633
C  -2.89164  4.66104  -1.07694
H  -3.58293  3.84020  -0.91597
H  -2.29758  6.89894  -3.45418
F  0.88794  3.48450  0.18448
V  1.45423  -3.09632  1.41355
H  5.42402  -4.71172  -1.46974
H  -2.99094  2.03230  -1.60934
H  -5.59732  1.22430  -1.48427
C  5.89321  -4.73693  0.62328
C  -0.24858  -1.16972  0.19111
N  -2.65866  -0.50987  -1.04753
H  -4.77853  0.76097  0.08666
C  -1.76133  0.51514  -0.75068
H  -5.06800  -1.63540  -0.42099

Values from the calculation:
* multiplicity: 3
* E_LUMO (alpha / beta): -8.261 / -8.329 eV
* relative energy (zero: lowest compared OMol25 entry of this formula, charge and spin): 0.0 kJ/mol
* orbital gap (alpha / beta): 7.986 / 7.917 eV
* charge: +3

=====

# 5
Here is C4H7NO in the gas phase from OMol25. Energies are from ωB97M-V/def2-TZVPD.

CARTESIAN COORDINATES (ANGSTROEM)
C  1.12822  -0.77137  0.15988
H  1.15536  -1.83882  -0.07845
C  0.30055  -0.35613  1.41338
H  -1.65561  0.35546  0.50594
H  -1.65012  0.60718  -2.77502
N  -0.05221  0.12183  -1.90760
H  0.86931  0.15129  2.19521
H  -0.45600  1.64637  0.70376
C  -0.58280  0.57283  0.53637
H  -0.25516  -1.18388  1.86057
H  2.15192  -0.38409  0.14982
O  -1.11178  1.03550  -2.10241
C  0.15831  0.04383  -0.66143

Values from the calculation:
* multiplicity: 1
* E_LUMO: 1.088 eV
* relative energy (zero: lowest compared OMol25 entry of this formula, charge and spin): 294.5 kJ/mol
* SMILES string: ON=C1CCC1
* orbital gap: 10.658 eV

=====

# 6
Here is 2 unconnected molecules or ions with the total composition C2H3Cl2N3OS at a distorted geometry from OMol25. Energies are from ωB97M-V/def2-TZVPD.

CARTESIAN COORDINATES (ANGSTROEM)
N  -2.27281  0.37143  -0.23754
N  0.55343  0.79720  0.08150
C  2.40982  -1.00169  0.65281
N  2.87149  -0.46729  1.57276
C  -3.30121  0.06019  0.20126
S  -0.46633  1.13907  -0.96061
H  -0.75177  -0.11287  -2.77097
O  -0.25740  -0.08653  -1.93767
H  0.72691  1.49005  0.79191
Cl  -4.69133  -0.36173  0.77710
H  3.20015  0.04598  2.37469
Cl  1.97906  -1.87382  -0.54526

Values from the calculation:
* multiplicity: 1
* E_LUMO: -8.493 eV
* relative energy (zero: lowest compared OMol25 entry of this formula, charge and spin): 82.2 kJ/mol
* orbital gap: 10.731 eV
* charge: +2

=====

# 7
Here is a molecular structure, C23H18MnN2O5S4Si at a distorted geometry from OMol25. Energies are from ωB97M-V/def2-TZVPD.

CARTESIAN COORDINATES (ANGSTROEM)
C  -0.07426  1.75308  2.01380
C  4.11956  -2.63076  0.43825
C  2.25743  1.54544  -1.53615
N  -3.82144  -2.78519  -0.38039
C  3.61600  -0.41475  2.04673
C  1.45523  2.31510  -3.68179
S  -0.41774  -2.69139  1.06716
C  -4.07746  -0.39523  -0.23796
C  4.74507  -2.50403  1.67399
H  2.80082  3.39381  1.28624
H  5.44498  -3.26169  2.00003
H  -4.22688  -4.75931  -0.46558
C  1.85215  3.16531  1.75829
S  -0.87011  -1.68723  -2.54262
H  -0.64541  0.84337  1.77746
O  -2.69811  -0.36571  -0.23038
H  4.40068  1.58138  -1.28340
H  1.88174  4.92092  2.98539
H  -6.72772  -4.24535  -0.44878
C  1.15480  2.01225  1.40023
O  -4.67434  0.63457  -0.17347
C  0.11744  3.75035  3.31785
C  3.00253  -0.51816  0.79574
C  -7.36227  -1.46822  -0.32937
O  -7.42863  -0.15417  -0.34258
Mn  -1.11714  -0.33781  -0.24698
C  1.20198  1.82213  -2.41209
H  4.32629  -3.49089  -0.18557
C  3.56802  1.78400  -1.94690
N  -4.62248  -3.83424  -0.42838
C  1.33448  4.02820  2.71447
O  0.38768  -0.02109  -0.19672
C  3.81779  2.27442  -3.22147
C  4.48080  -1.40668  2.48233
H  4.94978  -1.32494  3.45361
H  4.83798  2.44240  -3.53904
C  -4.65159  -1.73747  -0.32887
C  2.76454  2.54375  -4.08195
C  3.25807  -1.64147  -0.00162
H  -1.53261  2.38471  3.45652
H  0.63063  2.52517  -4.35041
Si  1.88769  0.81521  0.15073
H  0.17280  1.66339  -2.10186
C  -0.59128  2.60802  2.97181
S  -0.34776  -4.10907  -0.22140
H  2.79293  -1.72626  -0.98076
H  3.40427  0.43527  2.68548
H  -0.28972  4.43064  4.05346
C  -5.93052  -3.52100  -0.41253
H  2.96444  2.94413  -5.06687
C  -6.01610  -2.15197  -0.34739
H  -6.58110  0.30151  -0.28605
S  -0.59033  -3.56482  -2.20093
O  -8.33361  -2.16969  -0.31933

Values from the calculation:
* multiplicity: 2
* E_LUMO (alpha / beta): -10.050 / -9.955 eV
* orbital gap (alpha / beta): 4.556 / 4.666 eV
* charge: +2

=====

# 8
Here is a molecular structure, C19H21BrN2O4PPd from OMol25. Energies are from ωB97M-V/def2-TZVPD.

CARTESIAN COORDINATES (ANGSTROEM)
C  -1.29228  -3.36953  -1.46012
H  1.92916  -0.48135  4.37833
C  1.79480  4.65817  -2.30970
H  0.67074  -4.24129  -1.50528
C  2.28087  2.49796  -3.42177
C  -3.08215  -4.82322  -2.14825
O  -1.66931  -1.10107  -0.86287
P  0.65649  -1.99653  2.88820
C  -0.38896  -4.41217  -1.64600
C  1.14503  2.54466  -1.26479
C  2.21663  1.13640  -3.41577
H  1.22126  -2.78469  0.17720
O  -0.07623  -0.86909  2.20095
H  1.53652  -0.63615  -2.38106
H  2.64641  -3.70729  0.47870
H  1.27050  -4.01837  1.36848
H  -0.88280  -0.91790  5.16421
C  1.07774  1.12177  -1.28333
H  2.24992  5.17775  -3.14345
H  -2.52315  -6.83259  -2.64961
C  -0.82810  -5.65720  -2.06733
H  -4.13277  -4.98212  -2.35102
C  1.74484  3.24228  -2.34424
N  -0.13381  -0.33894  4.78092
O  0.41050  -1.83430  -0.71652
H  1.32955  6.44436  -1.24849
C  1.09000  -1.16547  4.49442
O  0.05157  -3.32420  3.12642
H  2.71677  -1.45995  1.58716
H  -3.33126  -2.76000  -1.57974
H  2.73974  3.02821  -4.24650
C  1.28676  5.36411  -1.25778
N  1.84016  -3.28129  0.93050
C  -2.17796  -5.86309  -2.31550
H  0.03547  0.43948  5.41504
C  -2.64237  -3.58091  -1.72203
H  2.62741  0.57058  -4.24181
C  0.65605  3.33338  -0.20811
H  -0.12089  -6.46242  -2.21625
C  1.60401  0.44249  -2.34609
H  0.30097  5.24038  0.67525
Br  -0.12057  2.35114  1.24037
H  -0.44847  -0.01587  3.83798
H  1.26916  -1.85338  5.31556
Pd  0.29305  0.14124  0.18830
C  0.70038  4.68936  -0.16469
H  2.91593  -2.85859  2.68511
C  -0.87102  -2.01550  -0.98850
C  2.23441  -2.33751  2.01234

Values from the calculation:
* multiplicity: 1
* E_LUMO: -3.058 eV
* relative energy (zero: lowest compared OMol25 entry of this formula, charge and spin): 30.4 kJ/mol
* orbital gap: 7.352 eV
* charge: +1

=====

| no. | E (eV) |
| --- | --- |
| 1 | -126777.65286 |
| 2 | -108270.34795 |
| 3 | -49292.62738 |
| 4 | -69360.38028 |
| 5 | -7796.59163 |
| 6 | -44498.41364 |
| 7 | -119880.73487 |
| 8 | -114021.43390 |